ORCA calculation (wB97M-V/def2-TZVPD) on a 10-piece molecular cluster, C10H40N2O10 overall at a distorted geometry.

As for the lowest unoccupied orbital energy: -0.06 eV. The HOMO energy is -9.19 eV. Its total charge is 0. As for the HOMO-LUMO gap: 9.1 eV. Its largest force on an atom is 5.62 eV/A. The value obtained for the energy above the lowest of the compared OMol25 structures with the same formula, charge and spin is 146.8 kcal/mol. As for the multiplicity: 1. As for the structure (SMILES): NC(N)=O.CO.CO.CO.CO.CO.CO.CO.CO.CO.

Positions of all 62 atoms, in Å:
C1 0.0551 0.7581 0.1819
H1 4.0499 -2.0278 -2.7546
H2 -2.8210 -0.7855 -1.3682
H3 -3.0915 0.2324 0.8313
H4 1.6175 -0.8998 4.3650
H5 -2.2957 3.7835 -1.9134
H6 0.3345 1.4954 -0.5707
O1 0.4704 5.3841 1.8636
H7 -0.5605 4.4034 3.3067
H8 -0.5862 -2.5212 0.6495
H9 -1.1906 -0.2029 -3.8413
C2 -4.0470 -0.4888 2.2610
C3 -1.5523 3.0174 -2.1334
C4 1.7841 -1.4196 3.4216
H10 -1.9904 -2.5910 -2.6016
C5 0.2941 4.1908 2.6644
H11 -0.8660 -1.8639 -4.3331
H12 1.3712 -1.5538 -0.8035
H13 -1.3935 2.5225 -1.1752
C6 -0.9004 -1.1888 -3.4781
H14 1.9878 -1.6960 -2.4885
H15 -5.0645 -0.1674 2.4838
O2 -0.1354 -0.6220 -0.2027
H16 2.9361 -1.1198 1.9090
H17 -1.8834 2.3101 -2.8938
H18 -0.9529 -5.0407 -0.1538
H19 -4.0735 -1.4199 1.6950
H20 -5.1242 0.6028 -0.9364
O3 3.2241 -1.9532 0.2737
C7 4.6523 1.5442 0.6098
H21 4.8377 1.2357 -0.4190
N1 2.1041 -1.6884 -1.4853
C8 -4.5373 -0.0855 -1.5446
H22 0.7180 -4.1162 -0.1773
H23 0.2798 -5.1848 1.0393
O4 -3.3001 -0.0391 -1.0008
H24 0.1533 -1.0898 -3.2175
H25 -0.0110 6.0171 2.4015
H26 4.2902 0.6674 1.1467
H27 -0.1079 4.3072 -2.0043
H28 0.0461 3.4296 1.9246
O5 -0.4271 3.6618 -2.6392
H29 2.8657 2.3126 0.4722
O6 -0.7898 -3.3571 1.0755
O7 2.9729 -0.8953 2.8416
H30 5.6675 1.6645 0.9881
O8 -1.6319 -1.7281 -2.3814
O9 -3.4317 0.5824 1.6579
H31 0.8396 0.9215 0.9208
H32 1.7867 -2.5094 3.4406
H33 -4.8369 -1.1335 -1.5526
N2 4.1737 -2.2662 -1.7809
C9 -0.1688 -4.4725 0.3468
H34 5.0910 -2.2006 -1.3632
H35 -3.5495 -0.7970 3.1805
H36 -4.4216 0.3795 -2.5236
H37 1.0836 3.7324 3.2600
H38 -0.9370 -0.5871 -0.7298
C10 3.1843 -2.0391 -0.9250
O10 3.7055 2.6227 0.8187
H39 0.9410 -1.2422 2.7538
H40 -0.8378 1.2153 0.6083